(1)
# CHI3O

A cluster of 2 separate species, CHI3O in total at a distorted geometry (ωB97M-V/def2-TZVPD, OMol25).

LUMO   -1.74 eV
Kohn-Sham gap   7.79 eV
SMILES string   O=CI.II
HOMO energy   -9.523 eV
E   -1007.015733 hartree

Last column: Löwdin charge in e.
Positions of all 6 atoms, in Å:
O 0.49018 -1.13342 -1.09622  -0.065
C -0.17666 -0.15612 -1.08531  -0.741
I -2.35354 -0.36321 -0.80942  0.645
H 0.10595 0.76915 -1.49997  0.032
I 0.89619 1.72032 1.93303  0.057
I 1.03789 -0.83672 2.55788  0.072

Force components x, y, z for each atom (eV/Å):
O -0.0411 0.6837 0.5386
C -0.8377 -2.6877 -0.6772
I 0.5678 0.3278 0.1873
H 0.3343 1.6965 -0.0529
I -0.0251 0.1192 -0.0590
I 0.0018 -0.1396 0.0633


(2)
# C2H11N2O

A cluster of 2 separate species, C2H11N2O in total at a distorted geometry (ωB97M-V/def2-TZVPD, OMol25).

LUMO (alpha / beta)   0.85 / 0.57 eV
Kohn-Sham gap (alpha / beta)   4.20 / 11.09 eV
<S²>   0.751
Spin multiplicity   2
HOMO energy (alpha / beta)   -3.349 / -10.520 eV
E   -267.405676 hartree

Last column: Mulliken spin population.
Positions of all 16 atoms, in Å:
N 0.37432 0.15660 1.16994  1.717
C -0.80313 0.04054 0.24318  0.286
C -0.64897 -1.14366 -0.66025  0.346
N -1.87922 -1.46104 -1.39797  0.003
H 0.65578 1.03911 1.66213  -0.565
H 1.20659 0.07712 0.54712  0.027
H 0.34219 -0.55597 1.93511  -0.586
H -0.79643 1.01132 -0.25406  -0.037
H -1.68225 -0.01112 0.89901  -0.162
H -0.15658 -1.99266 -0.15290  -0.041
H 0.14317 -0.87977 -1.36747  -0.065
H -1.59032 -2.21694 -2.01696  -0.006
H -2.40664 -1.99277 -0.70245  -0.002
H 3.15850 2.73851 0.08990  -0.041
H 1.73344 2.97061 0.03580  -0.080
O 2.34955 2.22012 -0.03014  0.206

Cartesian forces (eV/Å) of the 6 atoms listed first:
N 1.2242 -0.5237 -0.6553
C -0.5789 1.3626 1.4679
C 1.4726 -0.0561 -0.7599
N 0.5132 -0.9083 0.9753
H -1.0852 0.6446 0.0080
H 0.1526 -0.5792 0.5066


(3)
# C9H21AgF3N3O3

A structure of composition C9H21AgF3N3O3 at a distorted geometry (ωB97M-V/def2-TZVPD, OMol25).

LUMO   3.89 eV
Kohn-Sham gap   3.91 eV
HOMO energy   -0.021 eV
Total charge   -2
E   -1191.806049 hartree

Last column: Löwdin charge in e.
Positions of all 40 atoms, in Å:
Ag -15.08996 -0.26171 22.30719  0.782
F -14.49550 3.25460 23.36414  -0.937
F -17.95411 1.27278 22.19431  -0.892
F -14.39067 -0.26631 25.63599  -0.922
C -18.51365 -3.83002 21.52550  -0.343
O -17.33571 -3.57702 21.40931  0.017
N -18.86933 -4.98389 22.09781  -0.184
C -20.27727 -5.37677 22.16683  -0.083
C -17.95538 -6.00085 22.65394  -0.045
H -19.35143 -3.20205 21.18494  0.143
H -20.86715 -4.72631 21.52103  0.072
H -20.77865 -5.23424 23.12411  0.082
H -20.44798 -6.38430 21.78756  0.079
H -17.63986 -6.78349 21.96400  0.085
H -17.19897 -5.42487 23.18703  0.095
H -18.36371 -6.54431 23.50600  0.076
C -17.58452 4.50477 18.10993  -0.366
O -17.18434 4.39610 19.23241  0.075
N -17.53800 3.49047 17.20433  -0.207
C -17.82098 3.76133 15.81884  -0.086
C -16.87171 2.19586 17.47386  -0.035
H -18.01166 5.43587 17.70642  0.120
H -16.83656 3.75169 15.35094  0.073
H -18.36187 4.69808 15.68457  0.084
H -18.12955 2.76780 15.49360  0.076
H -16.02936 1.99801 16.81097  0.076
H -16.52017 1.93741 18.47272  0.101
H -17.57433 1.38616 17.27684  0.079
C -11.22525 1.97464 20.16470  -0.272
O -11.91286 0.95614 20.03762  -0.009
N -9.88040 1.88036 20.53735  -0.182
C -8.95222 2.95455 20.08870  -0.095
C -9.11376 0.64313 20.74166  -0.067
H -11.54086 3.00531 19.94038  0.141
H -9.19391 3.95625 20.44406  0.078
H -8.81789 3.07497 19.01373  0.073
H -7.95415 2.86811 20.51822  0.070
H -8.73636 0.38329 19.75265  0.083
H -8.33318 0.77202 21.49144  0.080
H -9.77795 -0.14095 21.10520  0.086

Cartesian forces (eV/Å) of the 6 atoms listed first:
Ag -0.7997 1.4889 1.3256
F 0.4507 -0.0247 -0.3974
F 0.3479 -0.8904 -0.3981
F 0.0478 -0.6513 -0.5343
C 1.6498 -0.1876 0.0418
O 0.1756 0.8779 -0.4935


(4)
# C2H2O3

A structure of composition C2H2O3 at a distorted geometry (ωB97M-V/def2-TZVPD, OMol25).

LUMO   -1.09 eV
Kohn-Sham gap   9.00 eV
HOMO energy   -10.086 eV
E   -302.911255 hartree

Last column: Löwdin charge in e.
Positions of all 7 atoms, in Å:
C 0.95998 -0.96575 -0.95800  0.198
C -0.56027 -0.09346 0.71689  -0.294
O -1.10772 -0.34211 1.74115  0.216
O -0.32976 1.70836 0.15503  -0.080
O -0.18431 -0.67943 -0.37329  0.005
H 0.74646 -1.35805 -1.87121  -0.006
H 0.47562 1.73044 0.58945  -0.038

Cartesian forces (eV/Å) of the 6 atoms listed first:
C 1.9933 1.7374 3.9649
C -0.7212 5.0153 1.4695
O 1.5815 -0.0274 -2.8066
O -3.1479 -4.4242 0.1448
O -1.1317 -1.7570 -1.2846
H -1.4949 -1.2366 -2.9258


(5)
# C33H57F5N6O4S

A cluster of 5 separate species, C33H57F5N6O4S in total at a distorted geometry (ωB97M-V/def2-TZVPD, OMol25).

LUMO   0.43 eV
Kohn-Sham gap   10.10 eV
SMILES string   CCC[C@H](C)[C@]1(S(=O)(=O)C(F)(F)F)NC(=O)[C@@](F)(CCCCCOC)[C@]1(F)CN.CCCC#N.CCCC#N.CCCC#N.CCCC#N
HOMO energy   -9.671 eV
E   -2818.546820 hartree

Last column: Löwdin charge in e.
Positions of all 106 atoms, in Å:
C 3.46384 -1.40331 4.08786  -0.095
C 4.01653 -0.21179 3.30259  -0.251
C 3.19417 0.14443 2.06097  -0.180
C 1.72643 0.48998 2.41637  -0.278
C 0.79397 -0.73019 2.23764  -0.093
C 1.22764 1.76907 1.68894  -0.307
S 1.38724 1.72685 -0.15920  0.837
O 2.76261 1.89618 -0.51938  -0.241
O 0.44110 2.62707 -0.75325  -0.242
C 0.92555 0.05223 -0.85671  -0.692
F 0.78134 0.27716 -2.15576  0.149
F 1.87892 -0.84167 -0.69329  0.157
F -0.21487 -0.39920 -0.38883  0.154
N 2.22423 2.83426 2.00333  0.104
C 1.57093 4.06202 1.57104  -0.360
O 2.12241 4.98975 1.07960  0.192
C 0.06892 3.94887 1.90324  -0.287
F 0.00214 4.69489 3.09620  0.029
C -0.89709 4.57003 0.90956  -0.091
C -2.22232 5.08004 1.49754  -0.168
C -3.28028 4.03865 1.87364  -0.197
C -3.98638 3.40726 0.67387  -0.176
C -4.77947 2.16810 1.03409  -0.245
O -3.91168 1.14370 1.48972  -0.210
C -4.58248 -0.05817 1.80671  -0.105
C -0.12218 2.42537 2.18381  -0.311
F -1.15218 1.87101 1.44373  0.049
C -0.42729 2.26799 3.66603  -0.155
N -0.76840 0.88812 4.06176  0.047
H 2.61793 -1.13470 4.72083  0.071
H 3.11342 -2.17869 3.40233  0.076
H 4.24775 -1.85613 4.69392  0.071
H 4.14158 0.66132 3.94588  0.088
H 4.99912 -0.51951 2.93016  0.102
H 3.21007 -0.73699 1.41779  0.104
H 3.69186 0.93564 1.50763  0.095
H 1.71551 0.74829 3.47694  0.124
H -0.17631 -0.41719 1.86820  0.055
H 0.58594 -1.19583 3.19602  0.073
H 1.20921 -1.47550 1.56861  0.045
H 2.28281 2.90644 3.01899  0.149
H -0.38691 5.40896 0.43236  0.132
H -1.12506 3.86887 0.11425  0.094
H -2.05425 5.75627 2.33421  0.108
H -2.66228 5.68918 0.70098  0.116
H -4.03917 4.55656 2.46814  0.116
H -2.89633 3.23752 2.50339  0.088
H -3.31068 3.20482 -0.15925  0.118
H -4.72568 4.12289 0.29512  0.119
H -5.33100 1.80223 0.15886  0.121
H -5.51464 2.40515 1.81690  0.128
H -5.47978 -0.19956 1.20042  0.084
H -3.90123 -0.88654 1.60454  0.087
H -4.83288 -0.09504 2.87217  0.085
H 0.40463 2.61413 4.27820  0.132
H -1.25949 2.93362 3.90141  0.121
H -0.75049 0.86239 5.07734  0.086
H -1.74669 0.73465 3.83098  0.083
C -0.88568 -3.44728 -2.42935  -0.104
C 0.32169 -4.25948 -1.97495  -0.249
C 0.04552 -5.04352 -0.68498  -0.180
C -0.29062 -4.12885 0.40446  -0.210
N -0.54715 -3.34812 1.20729  0.181
H -1.16027 -2.69873 -1.68433  0.064
H -0.66166 -2.92133 -3.35736  0.067
H -1.74683 -4.09672 -2.59847  0.027
H 1.17634 -3.59804 -1.81604  0.103
H 0.60747 -4.96595 -2.75709  0.106
H 0.92186 -5.62258 -0.39131  0.116
H -0.78600 -5.73667 -0.82360  0.118
C -4.61493 -5.38649 -6.39169  -0.123
C -3.24069 -5.99646 -6.13669  -0.256
C -3.19418 -6.83075 -4.84902  -0.189
C -3.47585 -6.02477 -3.66203  -0.226
N -3.69868 -5.37196 -2.74263  0.155
H -4.90372 -4.68941 -5.60500  0.068
H -4.62786 -4.83860 -7.32833  0.042
H -5.37042 -6.17425 -6.44636  0.077
H -2.48381 -5.21010 -6.09189  0.104
H -2.97494 -6.64615 -6.97205  0.108
H -2.21309 -7.28800 -4.71134  0.115
H -3.93207 -7.63283 -4.90280  0.120
C -2.05506 0.54731 -7.93418  -0.109
C -2.50562 0.39763 -6.48607  -0.258
C -2.63727 -1.06689 -6.05111  -0.191
C -3.62684 -1.78192 -6.85583  -0.222
N -4.40694 -2.34453 -7.48548  0.162
H -2.78109 0.11327 -8.62290  0.071
H -1.94372 1.59978 -8.19306  0.072
H -1.09374 0.05710 -8.09955  0.076
H -3.46324 0.90161 -6.34608  0.112
H -1.78804 0.88783 -5.82644  0.108
H -2.94362 -1.12997 -5.00671  0.118
H -1.67936 -1.58057 -6.15127  0.117
C 8.90025 3.32225 5.14177  -0.110
C 8.47577 2.16180 4.24967  -0.259
C 6.95858 2.09495 4.03920  -0.191
C 6.24854 1.91186 5.30532  -0.254
N 5.70099 1.77052 6.30568  0.150
H 8.48093 3.22584 6.14400  0.071
H 9.98515 3.35299 5.23999  0.071
H 8.57289 4.27707 4.72643  0.077
H 8.82107 1.22159 4.68333  0.112
H 8.95316 2.25745 3.27322  0.108
H 6.69622 1.26479 3.38271  0.103
H 6.59628 3.01331 3.57380  0.125

Cartesian forces (eV/Å) of the 6 atoms listed first:
C -0.0238 0.0040 -0.1671
C 0.0477 -0.4019 -0.3951
C 0.0263 -0.2182 0.3165
C -0.1478 -0.5026 -0.6927
C -0.0892 0.3955 0.2439
C 0.9631 0.5998 1.7351


(6)
# C4H6ClNOS

An isolated molecule of C4H6ClNOS at a distorted geometry (ωB97M-V/def2-TZVPD, OMol25).

LUMO   -0.24 eV
Kohn-Sham gap   9.00 eV
SMILES string   OC[C@]1(Cl)C=NCS1
HOMO energy   -9.239 eV
E   -1144.310512 hartree

Last column: Löwdin charge in e.
Positions of all 14 atoms, in Å:
O 0.03207 -2.02267 0.29989  -0.089
C -0.82638 -1.37226 -0.58855  -0.371
C -0.56475 0.08735 -0.68548  -0.876
Cl -1.61090 0.88150 -1.75014  0.739
C 0.83621 0.53380 -0.89157  -0.212
N 1.43574 1.10955 0.04490  0.002
C 0.70866 1.41277 1.22548  -0.576
S -0.96080 0.67371 1.42933  0.770
H -0.12408 -1.77311 1.21971  0.054
H -0.54505 -1.96170 -1.55070  0.169
H -1.79595 -1.59729 -0.31858  0.086
H 1.33501 0.40327 -1.75329  0.092
H 1.30884 1.06165 2.17022  0.103
H 0.77139 2.56344 1.14878  0.109

Cartesian forces (eV/Å) of the 6 atoms listed first:
O 0.9468 -0.4248 0.5926
C 2.7067 -2.1528 -1.7549
C -0.6102 0.1338 2.6963
Cl -1.1332 0.6571 -1.0315
C -1.6522 0.3934 3.8674
N 0.7820 -0.2406 -0.0539